{"formula": "C87H207N13O23", "method": "the ωB97M-V functional and the def2-TZVPD basis", "symbols": ["C", "C", "C", "C", "C", "C", "N", "O", "C", "C", "C", "H", "H", "H", "H", "H", "H", "H", "H", "H", "H", "H", "H", "H", "H", "H", "H", "H", "H", "H", "C", "C", "C", "C", "C", "C", "N", "O", "C", "C", "C", "H", "H", "H", "H", "H", "H", "H", "H", "H", "H", "H", "H", "H", "H", "H", "H", "H", "H", "H", "C", "C", "C", "C", "C", "C", "N", "O", "C", "C", "C", "H", "H", "H", "H", "H", "H", "H", "H", "H", "H", "H", "H", "H", "H", "H", "H", "H", "H", "H", "C", "O", "C", "C", "N", "C", "C", "O", "C", "H", "H", "H", "H", "H", "H", "H", "H", "H", "H", "H", "H", "H", "H", "H", "C", "O", "C", "C", "N", "C", "C", "O", "C", "H", "H", "H", "H", "H", "H", "H", "H", "H", "H", "H", "H", "H", "H", "H", "C", "O", "C", "C", "N", "C", "C", "O", "C", "H", "H", "H", "H", "H", "H", "H", "H", "H", "H", "H", "H", "H", "H", "H", "C", "O", "C", "C", "N", "C", "C", "O", "C", "H", "H", "H", "H", "H", "H", "H", "H", "H", "H", "H", "H", "H", "H", "H", "C", "O", "C", "C", "N", "C", "C", "O", "C", "H", "H", "H", "H", "H", "H", "H", "H", "H", "H", "H", "H", "H", "H", "H", "C", "O", "C", "C", "N", "C", "C", "O", "C", "H", "H", "H", "H", "H", "H", "H", "H", "H", "H", "H", "H", "H", "H", "H", "C", "O", "C", "C", "N", "C", "C", "O", "C", "H", "H", "H", "H", "H", "H", "H", "H", "H", "H", "H", "H", "H", "H", "H", "C", "O", "C", "C", "N", "C", "C", "O", "C", "H", "H", "H", "H", "H", "H", "H", "H", "H", "H", "H", "H", "H", "H", "H", "C", "O", "C", "C", "N", "C", "C", "O", "C", "H", "H", "H", "H", "H", "H", "H", "H", "H", "H", "H", "H", "H", "H", "H", "C", "O", "C", "C", "N", "C", "C", "O", "C", "H", "H", "H", "H", "H", "H", "H", "H", "H", "H", "H", "H", "H", "H", "H"], "coordinates": [[5.60986, 1.49364, 2.87464], [6.53396, 0.85639, 1.77276], [5.58294, -0.11826, 1.03602], [4.63962, 0.40602, -0.08620], [5.46337, 1.24362, -1.04053], [6.26806, 2.32829, -0.30908], [7.05094, 1.89962, 0.94129], [8.01839, 2.76043, 1.53121], [7.29322, 2.82105, -1.40726], [5.24999, 3.47530, -0.01849], [7.67546, 0.04232, 2.31395], [4.95623, 2.28899, 2.51646], [6.18526, 1.80224, 3.74745], [4.93010, 0.75259, 3.29519], [6.18175, -0.97304, 0.72156], [4.87230, -0.64389, 1.67383], [3.86125, 0.92812, 0.47027], [4.13301, -0.46258, -0.50688], [4.71425, 1.73435, -1.66189], [6.20460, 0.70090, -1.62716], [7.86531, 3.72119, -1.18240], [8.07925, 2.10279, -1.64041], [6.82097, 2.99141, -2.37476], [5.06725, 3.98688, -0.96347], [4.26598, 3.19100, 0.35433], [5.68278, 4.18824, 0.68330], [8.47373, 0.66878, 2.71194], [8.00806, -0.72518, 1.61507], [7.47291, -0.71407, 3.07220], [7.37342, 3.17953, 2.10563], [3.81626, -3.40760, 9.95160], [3.95655, -4.89754, 9.94412], [2.82229, -5.53377, 10.88303], [1.41451, -5.57429, 10.28140], [1.48658, -6.25575, 8.92952], [2.46895, -5.53345, 7.90149], [3.79090, -5.42961, 8.55356], [4.84725, -4.99038, 7.72725], [2.50754, -6.46706, 6.69653], [1.85694, -4.17923, 7.36834], [5.34744, -5.27844, 10.61010], [4.55034, -3.01459, 9.24820], [4.02680, -2.92386, 10.90541], [2.88301, -3.04567, 9.52015], [3.03492, -6.54396, 11.23288], [2.55406, -4.91293, 11.73785], [0.94337, -4.60329, 10.12879], [0.76414, -6.06941, 11.00249], [0.41441, -6.23400, 8.73441], [1.94402, -7.24298, 8.99455], [1.55908, -6.81163, 6.28446], [2.91093, -6.12470, 5.74355], [2.84758, -7.46170, 6.98492], [2.51623, -3.31133, 7.35479], [1.43944, -4.25142, 6.36406], [1.12569, -3.65526, 7.98384], [5.38862, -4.67247, 11.51519], [6.11021, -4.99016, 9.88679], [5.48748, -6.30229, 10.95683], [5.25578, -5.75090, 7.30735], [1.06234, -1.51528, 1.42567], [-0.37932, -0.93829, 0.95270], [-0.21848, 0.58470, 0.66516], [0.36889, 0.79068, -0.72611], [-0.44783, 0.09226, -1.86633], [-0.79200, -1.41200, -1.58778], [-1.03936, -1.71428, -0.16410], [-1.53866, -2.98505, 0.10795], [-1.95089, -1.78959, -2.51209], [0.37438, -2.30486, -2.12042], [-1.34155, -0.83447, 2.13429], [1.05119, -1.43491, 2.51265], [1.87984, -0.82961, 1.20284], [1.16788, -2.58584, 1.24997], [-1.12301, 1.15513, 0.87620], [0.55122, 1.11567, 1.22527], [1.33850, 0.29670, -0.66330], [0.51521, 1.85976, -0.88021], [-0.07925, 0.24766, -2.88028], [-1.35190, 0.63499, -2.14240], [-1.73568, -1.93545, -3.57063], [-2.52704, -2.65968, -2.19732], [-2.81281, -1.12673, -2.43590], [0.98743, -1.93332, -2.94152], [1.15858, -2.36528, -1.36578], [-0.01190, -3.32101, -2.20008], [-0.99035, -0.22254, 2.96514], [-1.58069, -1.83823, 2.48554], [-2.28423, -0.50427, 1.69791], [-2.39430, -2.69693, 0.43425], [4.66994, -2.78924, -2.83215], [3.63523, -1.96299, -3.32816], [3.44797, -2.03324, -4.70331], [4.20044, -0.85324, -5.46340], [5.63162, -1.23564, -5.64394], [6.50780, -0.08214, -5.98275], [6.90045, 0.94233, -4.86710], [5.77944, 1.81797, -4.52202], [5.53338, 2.98807, -5.28512], [4.31273, -3.81903, -2.83736], [4.91813, -2.73394, -1.77223], [5.61656, -2.74561, -3.37077], [2.39596, -1.97367, -4.98229], [3.87677, -2.97675, -5.04099], [4.10807, 0.04518, -4.85315], [3.72157, -0.59754, -6.40860], [6.13531, -1.62367, -4.85919], [5.93379, 0.39880, -6.77477], [7.38685, -0.60702, -6.35674], [7.80669, 1.49932, -5.10498], [7.01398, 0.36408, -3.95014], [5.11599, 2.50182, -6.16685], [6.41281, 3.59458, -5.50156], [4.77020, 3.69033, -4.94973], [-4.87008, -7.77237, -2.82618], [-3.88599, -7.37687, -3.70140], [-2.62970, -7.36906, -2.95345], [-1.40029, -6.95835, -3.87187], [-1.43414, -5.59160, -4.39317], [-0.31739, -5.06182, -5.25549], [-0.40628, -3.65109, -5.71375], [-1.66278, -3.61886, -6.38318], [-1.97069, -2.53465, -7.17397], [-5.25018, -6.90537, -2.28588], [-4.69854, -8.54968, -2.08156], [-5.87156, -7.87615, -3.24375], [-2.32112, -8.38973, -2.72738], [-2.55234, -6.67133, -2.11962], [-1.35365, -7.55884, -4.78035], [-0.46146, -6.99799, -3.31949], [-2.34615, -5.46991, -4.80974], [-0.21639, -5.57741, -6.21051], [0.53847, -5.27352, -4.61456], [0.48368, -3.26336, -6.20947], [-0.17455, -3.06006, -4.82769], [-2.00365, -1.59217, -6.62739], [-2.94985, -2.69177, -7.62637], [-1.27893, -2.60275, -8.01357], [-6.40544, 4.30547, -4.96481], [-6.60633, 5.04533, -3.79560], [-5.59269, 4.88673, -2.78384], [-5.86963, 5.45211, -1.31401], [-4.77573, 4.97859, -0.48154], [-5.10901, 4.07973, 0.66848], [-5.57384, 2.70174, 0.36498], [-5.74874, 1.78765, 1.45147], [-5.66104, 0.50088, 0.82444], [-7.38642, 3.94625, -5.27583], [-5.63576, 3.53430, -4.93333], [-5.90668, 5.03032, -5.60818], [-4.70156, 5.28164, -3.27173], [-5.48835, 3.80212, -2.75463], [-6.78024, 5.00474, -0.91559], [-5.92600, 6.54027, -1.28523], [-4.31748, 5.77967, -0.07120], [-5.88773, 4.50883, 1.29901], [-4.19302, 3.92258, 1.23801], [-4.67576, 2.36116, -0.15034], [-6.46739, 2.63967, -0.25617], [-6.13482, 0.29036, -0.13437], [-6.34916, -0.14248, 1.37280], [-4.66727, 0.05393, 0.79689], [5.44359, -3.37626, 4.29763], [4.48730, -3.37321, 3.14117], [4.54129, -4.70746, 2.51626], [3.56890, -4.68080, 1.32298], [3.50468, -6.03464, 0.78448], [2.74442, -6.21217, -0.46545], [1.26324, -5.86916, -0.31807], [0.85929, -6.86643, 0.57246], [-0.40321, -6.63477, 1.12321], [6.50010, -3.46188, 4.04353], [5.34577, -4.28274, 4.89499], [5.29000, -2.54125, 4.98120], [4.21327, -5.46635, 3.22661], [5.51887, -5.04627, 2.17325], [3.80670, -3.90322, 0.59708], [2.64095, -4.46757, 1.85358], [2.97559, -6.54977, 1.47354], [2.76659, -7.22984, -0.85527], [3.25793, -5.58971, -1.19822], [0.59279, -6.09787, -1.14649], [1.27376, -4.88108, 0.14203], [-1.25411, -6.30339, 0.52802], [-0.34910, -5.83832, 1.86541], [-0.55561, -7.67161, 1.42295], [2.97622, 13.17382, -1.61803], [3.91392, 12.10518, -1.68877], [3.65766, 11.17885, -0.62273], [4.12923, 9.85216, -1.04766], [3.56855, 8.86221, -0.12104], [3.67156, 7.47605, -0.52922], [2.93733, 6.93687, -1.90690], [1.55460, 6.99128, -1.61610], [0.66298, 6.80408, -2.72428], [1.88988, 13.10789, -1.55792], [3.28499, 13.90883, -2.36135], [3.20323, 13.74235, -0.71617], [2.58629, 11.12577, -0.42926], [3.98610, 11.41496, 0.38944], [5.21853, 9.86966, -1.01267], [3.86308, 9.52210, -2.05181], [3.82095, 9.04562, 0.83956], [3.28988, 6.84749, 0.27534], [4.69751, 7.12916, -0.65250], [3.13119, 5.90916, -2.21403], [3.21475, 7.41411, -2.84678], [1.15842, 7.14023, -3.63513], [-0.35824, 6.98089, -2.38670], [0.75841, 5.76636, -3.04388], [-5.02056, -3.11609, 0.38251], [-4.26416, -2.84288, 1.57441], [-4.31826, -3.95383, 2.52124], [-3.04151, -3.87266, 3.26757], [-3.07211, -4.99363, 4.21874], [-1.95213, -5.19601, 5.07904], [-1.60614, -3.95481, 5.89264], [-1.69643, -4.28493, 7.23160], [-1.83082, -3.14551, 8.07369], [-4.94235, -2.20003, -0.20299], [-6.09265, -3.24594, 0.53041], [-4.69156, -3.83729, -0.36564], [-4.36774, -4.91032, 2.00088], [-5.26643, -3.93639, 3.05860], [-2.99750, -2.91500, 3.78629], [-2.21582, -3.85095, 2.55633], [-3.86716, -4.87508, 4.83025], [-1.02343, -5.45223, 4.56917], [-1.94438, -6.09906, 5.68940], [-2.10213, -3.06773, 5.49869], [-0.54125, -3.81274, 5.70847], [-1.53882, -3.55662, 9.04004], [-2.85056, -2.76295, 8.11695], [-1.10296, -2.39615, 7.76261], [-6.09412, -1.23567, -12.25222], [-4.70250, -1.11206, -11.89203], [-4.38534, -0.12113, -10.88971], [-3.20310, -0.55214, -10.08798], [-1.81082, -0.16483, -10.43670], [-1.53257, 1.26641, -10.29392], [-1.15284, 1.72991, -8.79827], [-2.25818, 2.40135, -8.22073], [-1.76469, 3.22770, -7.16934], [-6.33463, -0.25052, -12.65190], [-6.71465, -1.36332, -11.36523], [-6.15363, -2.14785, -12.84591], [-5.17681, 0.12728, -10.18262], [-4.30144, 0.85368, -11.37012], [-3.11098, -1.63161, -10.20780], [-3.38932, -0.54197, -9.01405], [-1.42566, -0.61362, -11.25544], [-2.40922, 1.84043, -10.59407], [-0.74615, 1.60195, -10.96998], [-0.32920, 2.42207, -8.97328], [-0.68958, 0.85422, -8.34369], [-0.95929, 3.94766, -7.31456], [-1.49518, 2.58125, -6.33413], [-2.52824, 3.94333, -6.86441], [3.79589, 5.48044, 3.84418], [4.24355, 6.29897, 4.83961], [3.35656, 6.30701, 5.97479], [2.64420, 5.08654, 6.67695], [1.34889, 4.78815, 5.89860], [0.72996, 3.57481, 6.45347], [0.77641, 2.38329, 5.44776], [2.03227, 1.64358, 5.32833], [1.92028, 0.65297, 4.41192], [2.72706, 5.63151, 3.69294], [4.07124, 4.43514, 3.98430], [4.30667, 5.68969, 2.90428], [2.62145, 7.10983, 6.03124], [4.02469, 6.58750, 6.78905], [2.28099, 5.27436, 7.68734], [3.39352, 4.33664, 6.93048], [1.55497, 4.83161, 4.91081], [-0.29382, 3.68529, 6.81090], [1.32200, 3.25389, 7.31056], [0.51912, 2.67738, 4.43021], [-0.03017, 1.73563, 5.79136], [1.17007, -0.10275, 4.64465], [2.90248, 0.18296, 4.36215], [1.70034, 0.98349, 3.39679], [-4.90093, -0.43333, 5.41669], [-3.96775, 0.63296, 5.28189], [-3.90542, 1.31818, 4.06817], [-2.64453, 2.17473, 4.24731], [-2.62945, 2.90074, 5.53799], [-3.04974, 4.26269, 5.53708], [-4.61093, 4.41915, 5.42865], [-5.14598, 3.62856, 6.42669], [-6.56724, 3.38635, 6.36775], [-4.82897, -1.01765, 4.49937], [-5.83542, 0.12705, 5.38792], [-4.93200, -1.04173, 6.32056], [-4.78710, 1.92863, 3.87300], [-3.83205, 0.58312, 3.26667], [-2.69153, 2.82980, 3.37738], [-1.86847, 1.40963, 4.22634], [-3.44873, 2.45772, 5.92865], [-2.62472, 4.80365, 4.69160], [-2.77084, 4.73034, 6.48133], [-4.90105, 4.06860, 4.43818], [-4.79770, 5.49079, 5.49803], [-7.00131, 4.37530, 6.51493], [-6.70562, 2.54377, 7.04526], [-6.93669, 2.99322, 5.42062], [-6.92058, 4.48436, -8.52407], [-6.03957, 3.80571, -7.66253], [-6.03251, 2.35542, -7.97036], [-5.08345, 1.53463, -7.08662], [-5.77426, 0.76851, -6.09449], [-4.98993, 0.56106, -4.84363], [-5.62117, -0.39777, -3.86245], [-5.73508, -1.70488, -4.40880], [-6.66041, -2.56039, -3.60448], [-6.64693, 4.61149, -9.57147], [-7.02322, 5.50939, -8.16788], [-7.86095, 3.98567, -8.28935], [-5.58299, 2.27432, -8.96003], [-7.00170, 1.85680, -7.95834], [-4.48196, 2.30632, -6.60619], [-4.50340, 0.78517, -7.62511], [-6.13407, -0.11236, -6.43316], [-4.80298, 1.46939, -4.27083], [-3.96627, 0.30533, -5.11718], [-6.54666, 0.05135, -3.50210], [-4.87523, -0.44403, -3.06901], [-7.60905, -2.08577, -3.35366], [-6.13980, -2.92003, -2.71694], [-6.93549, -3.51566, -4.05156]], "lowdin_charge": [-0.01, -0.51, -0.13, -0.16, -0.15, -0.41, -0.12, 0.02, -0.04, -0.04, -0.04, 0.07, 0.08, 0.06, 0.10, 0.10, 0.10, 0.10, 0.12, 0.11, 0.07, 0.08, 0.06, 0.07, 0.07, 0.07, 0.08, 0.08, 0.08, 0.08, -0.05, -0.45, -0.12, -0.21, -0.13, -0.44, -0.10, -0.02, -0.06, -0.02, -0.02, 0.09, 0.09, 0.07, 0.11, 0.11, 0.10, 0.11, 0.12, 0.11, 0.08, 0.07, 0.08, 0.07, 0.06, 0.06, 0.08, 0.07, 0.07, 0.10, 0.02, -0.40, -0.15, -0.16, -0.10, -0.45, -0.10, 0.00, -0.04, -0.03, -0.05, 0.05, 0.06, 0.06, 0.11, 0.10, 0.09, 0.11, 0.11, 0.10, 0.08, 0.08, 0.06, 0.06, 0.07, 0.08, 0.08, 0.05, 0.07, 0.06, -0.10, -0.19, -0.21, -0.16, -0.06, -0.19, -0.15, -0.25, -0.10, 0.08, 0.08, 0.08, 0.10, 0.12, 0.10, 0.11, 0.07, 0.10, 0.11, 0.12, 0.11, 0.08, 0.09, 0.08, -0.18, -0.16, -0.16, -0.20, -0.07, -0.19, -0.24, -0.17, -0.12, 0.07, 0.09, 0.08, 0.12, 0.11, 0.11, 0.10, 0.10, 0.11, 0.12, 0.12, 0.08, 0.09, 0.08, 0.09, -0.12, -0.22, -0.17, -0.17, -0.07, -0.21, -0.26, -0.17, -0.13, 0.10, 0.06, 0.09, 0.12, 0.10, 0.11, 0.11, 0.10, 0.12, 0.12, 0.12, 0.13, 0.08, 0.09, 0.08, -0.07, -0.20, -0.20, -0.21, -0.05, -0.19, -0.22, -0.21, -0.11, 0.07, 0.06, 0.08, 0.11, 0.12, 0.12, 0.10, 0.10, 0.12, 0.10, 0.12, 0.10, 0.08, 0.08, 0.10, -0.13, -0.16, -0.25, -0.21, -0.07, -0.17, -0.19, -0.22, -0.09, 0.09, 0.08, 0.08, 0.12, 0.13, 0.12, 0.12, 0.11, 0.10, 0.09, 0.10, 0.10, 0.08, 0.10, 0.07, -0.11, -0.21, -0.19, -0.21, -0.05, -0.21, -0.25, -0.19, -0.09, 0.07, 0.09, 0.08, 0.12, 0.13, 0.09, 0.11, 0.12, 0.10, 0.13, 0.11, 0.10, 0.08, 0.08, 0.09, -0.08, -0.20, -0.22, -0.20, -0.06, -0.17, -0.20, -0.19, -0.12, 0.08, 0.08, 0.09, 0.10, 0.12, 0.12, 0.09, 0.11, 0.10, 0.11, 0.10, 0.11, 0.08, 0.09, 0.08, -0.15, -0.15, -0.20, -0.18, -0.05, -0.18, -0.18, -0.17, -0.18, 0.08, 0.09, 0.08, 0.12, 0.11, 0.11, 0.11, 0.06, 0.09, 0.11, 0.11, 0.10, 0.08, 0.08, 0.07, -0.06, -0.22, -0.23, -0.17, -0.04, -0.20, -0.24, -0.20, -0.06, 0.08, 0.08, 0.09, 0.10, 0.10, 0.11, 0.09, 0.07, 0.12, 0.11, 0.10, 0.12, 0.09, 0.09, 0.08, -0.12, -0.23, -0.16, -0.22, -0.06, -0.20, -0.24, -0.18, -0.05, 0.09, 0.08, 0.09, 0.10, 0.12, 0.11, 0.10, 0.11, 0.10, 0.11, 0.12, 0.10, 0.08, 0.06, 0.08], "charge": 0, "max_force_ev_per_a": 4.4, "de_lowest_kj_mol": 1415.2, "lumo_ha": 0.0041, "gap_ev": 7.833}